<A>
Here is C24H22F3N6O3S4SbY as an isolated structure from the Open Molecules 2025 dataset. Energies are from ωB97M-V/def2-TZVPD.

* LUMO: 0.076 Eh
* Kohn-Sham gap: 0.20233 hartree
* net charge: -1
* spin multiplicity: 1
* HOMO level: -3.44 eV

XYZ file:
```
64
C24H22F3N6O3S4SbY | the Open Molecules 2025 dataset | ωB97M-V/def2-TZVPD
Y 1.0779 -0.9219 0.6592
C 1.2521 -3.3631 3.6229
C 0.0565 -2.4893 3.8128
C -0.9115 -2.8530 4.7514
C -1.9961 -2.0352 4.9733
C -2.0493 -0.8214 4.3139
C -1.0397 -0.5045 3.4144
N -0.0536 -1.3533 3.1070
C -1.0218 0.8483 2.7911
C -1.6739 1.8958 3.4351
C -1.7053 3.1402 2.8414
C -1.1049 3.2968 1.6108
C -0.4463 2.2128 1.0413
N -0.3628 1.0233 1.6411
C 0.1844 2.4039 -0.2922
C -0.4966 3.1557 -1.2438
C 0.1199 3.3832 -2.4572
C 1.3940 2.8858 -2.6542
C 2.0116 2.1345 -1.6549
C 3.4034 1.6245 -1.8672
N 1.3880 1.8687 -0.4949
H 1.3720 -4.0199 4.4852
H 2.1446 -2.7523 3.4874
H 1.1565 -3.9610 2.7160
H -0.7980 -3.7886 5.2822
H -2.7831 -2.3229 5.6589
H -2.8820 -0.1520 4.4663
H -2.1269 1.7405 4.4015
H -2.1909 3.9732 3.3333
H -1.1082 4.2498 1.1022
H -1.4993 3.5075 -1.0456
H -0.3847 3.9373 -3.2394
H 1.9236 3.0676 -3.5806
H 3.8205 2.0414 -2.7850
H 3.4255 0.5348 -1.9216
H 4.0383 1.8927 -1.0242
S 4.7481 -2.6209 -1.9305
Sb 4.0802 -2.9273 0.2539
S 3.8093 -0.4417 0.6693
S 1.6909 -3.4251 0.2341
S 2.8626 -0.2118 2.5006
F -2.7841 -2.9363 1.6901
C -3.3697 -1.9075 1.0725
F -4.0928 -1.2435 1.9998
F -4.2523 -2.4162 0.1888
C -2.3664 -0.9531 0.3536
O -2.8893 0.0562 -0.1248
O -1.1762 -1.3333 0.3526
C 2.4053 -1.1246 -4.2113
N 1.0926 -0.5475 -3.8973
C 0.2675 -0.1374 -4.8836
C -0.9679 0.3534 -4.6359
C -1.3598 0.4025 -3.2607
N -0.5508 0.0251 -2.2957
C 0.6719 -0.4605 -2.5677
O 1.4536 -0.8108 -1.6784
N -2.5632 0.8699 -2.8797
H 3.0494 -0.3643 -4.6552
H 2.2793 -1.9546 -4.9057
H 2.8743 -1.4978 -3.2992
H 0.6611 -0.2334 -5.8874
H -1.6185 0.6741 -5.4355
H -3.2916 0.9928 -3.5579
H -2.7973 0.6933 -1.8969
```

Atom charges from the Löwdin analysis, given in e for atoms 1 to 4: number 1, Y, carries 0.80; number 2, C, carries -0.08; number 3, C, carries -0.29; number 4, C, carries -0.02

<B>
Here is C24H22F3N6O3S4SbY as an isolated structure from the Open Molecules 2025 dataset. Energies are from ωB97M-V/def2-TZVPD.

* LUMO: 0.065 Eh
* Kohn-Sham gap: 0.20799 hartree
* net charge: -1
* spin multiplicity: 1
* HOMO level: -3.90 eV

XYZ file:
```
64
C24H22F3N6O3S4SbY | the Open Molecules 2025 dataset | ωB97M-V/def2-TZVPD
Y 0.2102 0.5033 0.1976
C 1.1626 0.5329 -3.3339
C -0.2598 0.0991 -3.2730
C -0.8402 -0.4903 -4.3989
C -2.1376 -0.9402 -4.3426
C -2.8504 -0.7660 -3.1663
C -2.2200 -0.1684 -2.0897
N -0.9418 0.2381 -2.1292
C -2.9587 -0.0196 -0.8078
C -4.3422 0.1142 -0.7908
C -4.9859 0.1812 0.4299
C -4.2462 0.0931 1.5934
C -2.8628 -0.0191 1.5008
N -2.2478 -0.0509 0.3182
C -1.9947 -0.1809 2.7026
C -2.5265 -0.2129 3.9818
C -1.6805 -0.5037 5.0401
C -0.3534 -0.7653 4.7833
C 0.1297 -0.6738 3.4770
C 1.5629 -0.9305 3.1681
N -0.6911 -0.3646 2.4658
H 1.4228 0.8498 -4.3447
H 1.8147 -0.3171 -3.0835
H 1.3594 1.3430 -2.6406
H -0.2400 -0.6107 -5.2899
H -2.5920 -1.4311 -5.1936
H -3.8617 -1.1338 -3.0747
H -4.8974 0.1833 -1.7144
H -6.0617 0.2923 0.4764
H -4.7415 0.1133 2.5512
H -3.5741 -0.0250 4.1596
H -2.0617 -0.5373 6.0529
H 0.3324 -1.0206 5.5788
H 2.1251 -1.1632 4.0707
H 2.0197 -0.0639 2.6869
H 1.6674 -1.7690 2.4720
S 3.2043 -2.3852 -2.7718
Sb 2.6325 -2.0859 -0.5840
S 2.8850 0.2482 -0.0110
S 0.2675 -2.1404 -0.3159
S 3.6297 -3.3336 1.0267
F 0.7872 2.1905 4.6440
C 1.2639 3.1625 3.8418
F 2.5857 2.9548 3.7064
F 1.1075 4.3210 4.4953
C 0.5642 3.1540 2.4527
O 0.1185 4.2201 2.0427
O 0.5651 2.0198 1.9109
C -2.0296 5.1365 -0.1226
N -0.7514 4.6612 -0.6282
C 0.2768 5.5029 -0.8860
C 1.5164 5.0536 -1.1619
C 1.7208 3.6358 -1.1333
N 0.7079 2.8159 -0.8750
C -0.5167 3.2988 -0.5720
O -1.4220 2.5229 -0.2467
N 2.9109 3.1010 -1.3911
H -2.0825 6.2131 -0.2701
H -2.0978 4.8995 0.9384
H -2.8410 4.6469 -0.6559
H 0.0375 6.5569 -0.8506
H 2.3257 5.7364 -1.3682
H 3.7141 3.6995 -1.4610
H 3.0539 2.1000 -1.1787
```

Atom charges from the Löwdin analysis, given in e for atoms 1 to 4: number 1, Y, carries 1.04; number 2, C, carries -0.06; number 3, C, carries -0.29; number 4, C, carries -0.01

How far above the most stable structure does each one sit? In hartree: <A> 0.0152; <B> 0.0000.

<A>
Here is an isolated ion of composition C3H8BrN2 and charge +1 from the Open Molecules 2025 dataset. Energies are from ωB97M-V/def2-TZVPD.

* SMILES: NC[NH2+]/C=C\Br
* LUMO: -0.126 Eh
* Kohn-Sham gap: 0.38982 hartree
* net charge: +1
* spin multiplicity: 1
* HOMO level: -14.03 eV

XYZ file:
```
14
C3H8BrN2 | the Open Molecules 2025 dataset | ωB97M-V/def2-TZVPD
C 0.7448 -0.4378 -0.8890
C -1.3904 -0.0523 0.4301
C 1.8627 -0.0289 -0.2884
N -0.4251 0.2778 -1.0368
N -0.5648 -0.2480 1.4367
Br 1.9226 1.8221 0.2637
H 0.6641 -1.4854 -1.1211
H -2.0712 -0.8248 0.1756
H -1.8828 0.9078 0.4227
H -0.4342 1.1673 -0.5810
H 2.8476 -0.5352 -0.2948
H -0.9034 0.1574 -1.9602
H 0.0538 0.4971 1.7010
H -0.4238 -1.2173 1.7415
```

Atom charges from the Löwdin analysis, given in e for atoms 1 to 4: number 1, C, carries -0.29; number 2, C, carries -0.13; number 3, C, carries -0.44; number 4, N, carries 0.05

<B>
Here is a 2-piece molecular cluster, C3H8BrN2 overall from the Open Molecules 2025 dataset. Energies are from ωB97M-V/def2-TZVPD.

* LUMO: -0.148 Eh
* Kohn-Sham gap: 0.33163 hartree
* net charge: +1
* spin multiplicity: 1
* HOMO level: -13.05 eV

XYZ file:
```
14
C3H8BrN2 | the Open Molecules 2025 dataset | ωB97M-V/def2-TZVPD
C 0.3908 -0.2435 -0.3681
C 2.8052 -0.5811 -0.2749
C -1.2246 1.0709 0.4779
N 1.5151 -0.0693 -0.0047
N -2.3782 0.1918 0.4153
Br -0.5253 -1.3224 -1.6439
H 3.2067 -0.9820 0.6565
H 3.4302 0.2573 -0.5830
H 2.7976 -1.3546 -1.0487
H -1.2302 1.8820 -0.2286
H -0.8385 1.2832 1.4596
H -3.2676 0.7068 0.3652
H -2.3987 -0.4369 1.2259
H -2.2826 -0.4022 -0.4485
```

Atom charges from the Löwdin analysis, given in e for atoms 1 to 4: number 1, C, carries -0.58; number 2, C, carries -0.08; number 3, C, carries -0.03; number 4, N, carries -0.04

How far above the most stable structure does each one sit? In hartree: <A> 0.0000; <B> 0.0429.

<A>
Here is C28H39ClN5O4SZr as an isolated structure from the Open Molecules 2025 dataset. Energies are from ωB97M-V/def2-TZVPD.

* LUMO: -0.106 Eh
* Kohn-Sham gap: 0.27793 hartree
* net charge: +1
* spin multiplicity: 1
* HOMO level: -10.45 eV

XYZ file:
```
79
C28H39ClN5O4SZr | the Open Molecules 2025 dataset | ωB97M-V/def2-TZVPD
Zr -0.4999 -1.4627 -0.8804
C -0.9520 -4.3665 -3.5409
C -0.3112 -3.0129 -3.4245
C 1.0141 -2.8814 -3.0087
C 1.6241 -1.6247 -2.9414
C 0.9070 -0.4856 -3.2902
C -0.4229 -0.6015 -3.7054
C -1.0241 -1.8510 -3.7675
H -0.8320 -4.7464 -4.5572
H -2.0177 -4.3193 -3.3230
H -0.4881 -5.0823 -2.8630
H 1.5643 -3.7706 -2.7272
H 2.6455 -1.5449 -2.5976
H 1.3707 0.4885 -3.2262
H -0.9835 0.2887 -3.9556
H -2.0561 -1.9417 -4.0853
Cl 2.0145 -7.8519 1.7552
C 1.7541 -6.2461 1.1622
C 2.8469 -5.3529 1.0925
C 2.6783 -4.0845 0.6302
C 1.4094 -3.5869 0.2087
O 1.3578 -2.3924 -0.2431
C 0.2946 -4.5150 0.2544
C -1.0516 -4.3275 -0.1764
O -1.6155 -3.3230 -0.6785
C 0.5306 -5.8371 0.7515
H 3.8227 -5.6979 1.4091
H 3.5085 -3.3937 0.5724
H -1.6914 -5.2109 -0.0753
H -0.3025 -6.5281 0.7892
O -0.6338 -1.4688 0.8811
C -4.5962 2.4980 -1.2064
N -4.2594 1.2677 -0.4980
C -5.0823 0.7059 0.4225
C -4.7542 -0.4378 1.0525
C -3.5073 -1.0672 0.7239
N -2.7138 -0.5031 -0.1838
C -3.0497 0.6599 -0.8107
O -2.3246 1.1465 -1.6709
N -3.1933 -2.1954 1.3868
H -5.5275 2.8847 -0.8009
H -4.7074 2.3001 -2.2705
H -3.8002 3.2275 -1.0768
H -6.0104 1.2275 0.6120
H -5.4264 -0.8817 1.7706
H -3.6392 -2.2722 2.2869
H -2.2221 -2.5165 1.3594
C 3.8789 4.6804 0.2527
C 4.6097 3.7559 -0.7166
C 4.6498 2.2809 -0.3157
C 3.3025 1.5700 -0.2975
N 2.5236 1.9503 0.8751
C 1.2038 1.7700 1.0105
S 0.2316 1.1919 -0.2512
N 0.6581 2.1446 2.1729
C -0.7320 1.9276 2.5663
C -1.1689 2.9423 3.6150
C -1.4812 4.3382 3.0753
C -0.2991 5.0853 2.4650
H 4.0288 5.7235 -0.0252
H 4.2555 4.5584 1.2723
H 2.8045 4.4955 0.2650
H 5.6406 4.1004 -0.8235
H 4.1572 3.8369 -1.7093
H 5.1340 2.1705 0.6623
H 5.2841 1.7436 -1.0238
H 3.4441 0.4848 -0.3051
H 2.7157 1.8273 -1.1798
H 3.0552 2.1729 1.7036
H 1.2819 2.4323 2.9126
H -0.8452 0.9064 2.9385
H -1.3458 2.0103 1.6697
H -0.4120 3.0044 4.4063
H -2.0666 2.5439 4.0927
H -1.8942 4.9325 3.8934
H -2.2781 4.2508 2.3298
H 0.5484 5.1132 3.1552
H -0.5705 6.1170 2.2414
H 0.0386 4.6251 1.5359
```

Atom charges from the Löwdin analysis, given in e for atoms 1 to 4: number 1, Zr, carries 1.58; number 2, C, carries -0.03; number 3, C, carries -0.31; number 4, C, carries -0.07

<B>
Here is C28H39ClN5O4SZr as an isolated structure from the Open Molecules 2025 dataset. Energies are from ωB97M-V/def2-TZVPD.

* LUMO: -0.104 Eh
* Kohn-Sham gap: 0.28767 hartree
* net charge: +1
* spin multiplicity: 1
* HOMO level: -10.65 eV

XYZ file:
```
79
C28H39ClN5O4SZr | the Open Molecules 2025 dataset | ωB97M-V/def2-TZVPD
Zr -0.0702 0.0261 0.0782
C 2.0279 -3.2376 -1.4167
C 0.7907 -2.9019 -0.6455
C 0.7899 -2.8358 0.7592
C -0.3889 -2.6584 1.4655
C -1.5938 -2.5671 0.7966
C -1.6246 -2.6195 -0.5897
C -0.4305 -2.7393 -1.3147
H 2.1061 -4.3236 -1.5211
H 2.9425 -2.9170 -0.9399
H 2.0053 -2.8011 -2.4118
H 1.7291 -2.9478 1.2856
H -0.3760 -2.6246 2.5479
H -2.5219 -2.4920 1.3475
H -2.5559 -2.5991 -1.1021
H -0.4427 -2.7579 -2.3982
Cl 2.5681 2.7063 6.5328
C 2.2334 1.8987 5.0360
C 3.1303 0.9481 4.5421
C 2.8785 0.3009 3.3555
C 1.7224 0.5493 2.5924
O 1.5181 -0.0799 1.4654
C 0.8220 1.5273 3.1151
C -0.4033 1.9099 2.4587
O -0.8439 1.4703 1.3974
C 1.0959 2.1832 4.3304
H 4.0310 0.7184 5.0964
H 3.5839 -0.4347 2.9923
H -0.9981 2.6667 2.9826
H 0.3981 2.9199 4.7088
O -0.6361 1.2377 -1.1043
C -5.4486 1.1445 2.1160
N -4.6667 0.6110 1.0026
C -5.2700 0.0992 -0.0819
C -4.5580 -0.4020 -1.1096
C -3.1444 -0.3906 -0.9988
N -2.5083 0.1088 0.0627
C -3.2677 0.6530 1.1455
O -2.8389 1.1159 2.1764
N -2.4465 -0.8793 -2.0757
H -6.5030 1.1217 1.8561
H -5.1424 2.1667 2.3220
H -5.2735 0.5483 3.0091
H -6.3513 0.1111 -0.0875
H -5.0363 -0.8223 -1.9804
H -2.8825 -0.7148 -2.9713
H -1.4435 -0.6700 -2.0830
C 7.4982 -3.4587 -0.9578
C 6.2087 -2.9572 -0.3165
C 6.3567 -1.5413 0.2318
C 5.1190 -1.0406 0.9688
N 3.9875 -0.8548 0.0607
C 3.3128 0.1917 -0.3935
S 2.0339 0.0044 -1.5945
N 3.5612 1.4450 -0.0231
C 4.4953 2.0723 0.9185
C 5.9184 2.2241 0.3855
C 6.1171 3.3678 -0.6091
C 5.4347 3.1663 -1.9616
H 7.3734 -4.4679 -1.3487
H 8.3112 -3.4804 -0.2308
H 7.7999 -2.8147 -1.7852
H 5.9207 -3.6337 0.4948
H 5.4090 -2.9887 -1.0643
H 6.5959 -0.8583 -0.5877
H 7.1987 -1.5155 0.9292
H 5.3477 -0.1258 1.4996
H 4.8150 -1.7800 1.7154
H 3.6472 -1.7105 -0.3321
H 2.9596 2.0876 -0.5160
H 4.4808 1.5212 1.8543
H 4.0773 3.0546 1.1413
H 6.2547 1.2887 -0.0687
H 6.5692 2.4087 1.2452
H 7.1901 3.4791 -0.7780
H 5.7757 4.3052 -0.1608
H 5.6771 2.1894 -2.3850
H 5.7640 3.9274 -2.6685
H 4.3492 3.2471 -1.8941
```

Atom charges from the Löwdin analysis, given in e for atoms 1 to 4: number 1, Zr, carries 1.49; number 2, C, carries -0.07; number 3, C, carries -0.31; number 4, C, carries -0.07

How far above the most stable structure does each one sit? In hartree: <A> 0.0000; <B> 0.0653.

<A>
Here is C2H3IrO2 as an isolated structure from the Open Molecules 2025 dataset. Energies are from ωB97M-V/def2-TZVPD.

* LUMO (spin up / spin down): -0.457 / -0.528 Eh
* Kohn-Sham gap (spin up / spin down): 0.33876 / 0.29176 hartree
* net charge: +2
* spin multiplicity: 5
* HOMO level (spin up / spin down): -21.65 / -22.30 eV
* expectation value of S²: 6.03

XYZ file:
```
8
C2H3IrO2 | the Open Molecules 2025 dataset | ωB97M-V/def2-TZVPD
H 1.7966 0.5149 -0.6520
C 0.7208 0.6658 -0.5804
C -0.1336 1.4580 -0.1097
H -0.1813 2.4884 0.2292
O 0.5085 -1.4493 0.0553
O -0.8948 -1.7568 0.2739
H -1.2949 -1.7631 -0.6060
Ir -0.5213 -0.1580 1.3897
```

Atom charges from the Löwdin analysis, given in e for atoms 1 to 4: number 1, H, carries 0.15; number 2, C, carries 0.12; number 3, C, carries 0.02; number 4, H, carries 0.13

<B>
Here is C2H3IrO2 as an isolated structure from the Open Molecules 2025 dataset. Energies are from ωB97M-V/def2-TZVPD.

* LUMO (spin up / spin down): -0.468 / -0.513 Eh
* Kohn-Sham gap (spin up / spin down): 0.31237 / 0.31263 hartree
* net charge: +2
* spin multiplicity: 5
* HOMO level (spin up / spin down): -21.24 / -22.46 eV
* expectation value of S²: 6.01

XYZ file:
```
8
C2H3IrO2 | the Open Molecules 2025 dataset | ωB97M-V/def2-TZVPD
H 0.9819 0.7905 -1.2601
C -0.0643 0.7142 -0.8972
O -0.9900 1.4944 -1.1553
Ir -2.1999 0.5537 0.3370
O -0.2392 -0.0928 0.1060
C 0.9763 -0.9292 0.5938
H 1.0260 -0.6012 1.6472
H 0.5092 -1.9294 0.6285
```

Atom charges from the Löwdin analysis, given in e for atoms 1 to 4: number 1, H, carries 0.22; number 2, C, carries -0.28; number 3, O, carries 0.04; number 4, Ir, carries 1.69

How far above the most stable structure does each one sit? In hartree: <A> 0.1304; <B> 0.0000.

<A>
Here is a 3-piece molecular cluster, C3H14N2O3 overall from the Open Molecules 2025 dataset. Energies are from ωB97M-V/def2-TZVPD.

* SMILES: NC[C@H](N)CO.O.O
* LUMO: 0.010 Eh
* Kohn-Sham gap: 0.33597 hartree
* net charge: 0
* spin multiplicity: 1
* HOMO level: -8.86 eV

XYZ file:
```
22
C3H14N2O3 | the Open Molecules 2025 dataset | ωB97M-V/def2-TZVPD
N 0.9887 -0.7271 0.8408
C -0.0692 -0.4263 1.8083
C -1.3341 -1.3138 2.0285
O -2.6155 -0.6414 1.9447
C -0.4262 1.0041 1.6185
N -1.2287 1.1855 0.4213
H 0.6703 -0.8067 -0.1329
H 1.4253 -1.6924 0.9929
H 0.6114 -0.4819 2.7459
H -1.1766 -1.7971 2.9919
H -1.2312 -2.0369 1.2037
H -2.7142 -0.0578 1.2250
H 0.3896 1.5270 1.4772
H -0.9915 1.5259 2.4367
H -1.4563 2.1303 0.0870
H -0.8245 0.7422 -0.3670
H 1.4304 -0.6824 -3.3319
H 0.2720 -0.0978 -2.5748
O 0.7463 -0.8983 -2.5699
H 1.9516 1.4931 -4.8606
H 3.2634 0.9994 -3.9935
O 2.3190 1.0525 -3.9917
```

Atom charges from the Löwdin analysis, given in e for atoms 1 to 4: number 1, N, carries 0.02; number 2, C, carries -0.40; number 3, C, carries -0.18; number 4, O, carries -0.08

<B>
Here is a 3-piece molecular cluster, C3H14N2O3 overall from the Open Molecules 2025 dataset. Energies are from ωB97M-V/def2-TZVPD.

* SMILES: NCNCCO.O.O
* LUMO: 0.025 Eh
* Kohn-Sham gap: 0.37591 hartree
* net charge: 0
* spin multiplicity: 1
* HOMO level: -9.54 eV

XYZ file:
```
22
C3H14N2O3 | the Open Molecules 2025 dataset | ωB97M-V/def2-TZVPD
C -1.3121 0.5675 1.8703
C 0.2410 0.8244 2.2028
O 1.0781 0.7202 1.0698
N -1.4751 1.0991 0.4286
C -2.0245 0.0842 -0.4898
N -1.1626 -0.8297 -1.1794
H -1.7721 1.2774 2.4303
H -1.4353 -0.5382 2.0915
H 0.3248 1.8140 2.6279
H 0.4705 -0.0301 2.9048
H 0.5362 0.8040 0.3269
H -2.0383 1.9030 0.5482
H -2.5784 0.6429 -1.3553
H -2.7250 -0.6394 -0.0515
H -0.6307 -1.4339 -0.6593
H -0.5695 -0.2561 -1.7400
H 1.7167 -1.3249 -2.2514
H 2.7046 -2.4838 -2.8439
O 1.7732 -2.2980 -2.4244
H 3.4736 0.2437 -1.7374
H 2.7663 -0.0948 -0.4258
O 2.6387 -0.0515 -1.3428
```

Atom charges from the Löwdin analysis, given in e for atoms 1 to 4: number 1, C, carries -0.13; number 2, C, carries -0.23; number 3, O, carries -0.08; number 4, N, carries -0.06

How far above the most stable structure does each one sit? In hartree: <A> 0.0000; <B> 0.0038.